Below is 6 unconnected molecules or ions with the total composition C3H16O7 in a non-equilibrium geometry, with properties calculated with ωB97M-V with the def2-TZVPD basis set.

The geometry in XYZ format:
```
26
Properties=species:S:1:pos:R:3
C 2.69 0.43 0.36
C 1.66 -0.47 -0.29
C 2.22 -1.61 -1.03
O 3.09 -2.39 -0.80
O 1.48 -1.67 -2.14
H 2.56 1.46 -0.15
H 3.72 0.25 0.10
H 2.63 0.64 1.43
H 0.73 -0.91 0.36
H 1.07 0.12 -1.06
H 1.78 -2.24 -2.81
O -1.91 -1.10 2.10
H -2.24 -0.98 3.02
H -1.69 -0.19 1.87
O -0.23 2.30 0.38
H -0.81 2.46 -0.38
H 0.60 2.15 -0.02
O -2.25 1.86 2.14
H -1.45 2.17 2.73
H -1.83 1.72 1.31
O -1.85 0.85 -1.59
H -1.97 1.35 -2.43
H -1.94 -0.07 -1.87
O -1.87 -2.08 -0.88
H -1.60 -1.51 -0.07
H -2.61 -2.54 -0.29
```

Its charge is 0. The value obtained for the orbital gap is 10.8 eV. For the LUMO energy, the calculation gives 0.283 eV. As for the SMILES: CCC(=O)O.O.O.O.O.O.